[1]
113
Properties=species:S:1:pos:R:3:lowdin_spin:R:1 method="wB97M-V/def2-TZVPD" lumo_energy_ev="-3.1360 / -3.7002" s_squared=0.789 spin_multiplicity=2 homo_energy_ev="-9.1 / -9.5" energy_ev=-104461.601 mol_weight_g_mol=992.8 charge=+1
Sc -1.178 0.897 -1.088 0.027
C 3.662 -1.364 3.798 0.000
C 2.333 -1.023 4.473 -0.002
C 2.575 0.128 5.459 0.000
C 1.852 -2.263 5.240 0.001
C 1.265 -0.613 3.461 0.009
C 1.507 -0.550 2.112 0.056
C 0.481 -0.149 1.229 0.028
N 0.560 0.061 -0.104 0.282
C 1.587 -0.258 -0.949 0.026
C 2.469 -1.335 -0.764 0.043
C 3.474 -1.553 -1.674 0.009
C 3.621 -0.612 -2.708 0.087
C 2.779 0.465 -2.935 -0.002
C 1.643 0.587 -2.094 0.090
O 0.650 1.463 -2.236 0.045
C 3.165 1.539 -3.959 -0.003
C 2.169 1.631 -5.119 -0.002
C 4.550 1.282 -4.564 0.000
C 3.228 2.895 -3.235 -0.001
C 4.443 -2.727 -1.582 -0.001
C 5.874 -2.196 -1.411 0.001
C 4.127 -3.637 -0.395 0.000
C 4.358 -3.559 -2.869 0.000
C -0.808 0.204 1.737 0.113
O -1.703 0.581 0.835 0.050
C -1.058 0.158 3.123 -0.001
C -0.019 -0.262 3.933 0.114
C -2.428 0.542 3.678 -0.004
C -2.773 1.985 3.277 -0.002
C -2.478 0.460 5.204 0.000
C -3.481 -0.427 3.118 -0.002
H 4.388 -1.663 4.555 0.000
H 4.077 -0.509 3.262 0.000
H 3.555 -2.195 3.096 0.000
H 3.349 -0.149 6.177 0.000
H 1.674 0.376 6.022 0.001
H 2.903 1.026 4.933 0.000
H 2.601 -2.563 5.976 0.000
H 1.688 -3.101 4.560 0.000
H 0.920 -2.074 5.775 0.001
H 2.491 -0.747 1.719 0.003
H 2.307 -2.007 0.065 0.002
H 4.463 -0.739 -3.370 0.004
H 1.897 0.645 -5.500 0.000
H 2.608 2.200 -5.941 0.000
H 1.266 2.153 -4.820 0.000
H 4.577 0.371 -5.165 0.000
H 5.326 1.219 -3.799 0.000
H 4.801 2.113 -5.223 0.000
H 2.266 3.144 -2.789 0.000
H 3.493 3.682 -3.945 0.000
H 3.985 2.878 -2.449 0.000
H 5.958 -1.596 -0.503 0.000
H 6.179 -1.575 -2.254 0.000
H 6.578 -3.027 -1.338 0.000
H 4.215 -3.105 0.554 0.000
H 4.833 -4.468 -0.374 0.000
H 3.122 -4.058 -0.465 0.000
H 4.610 -2.966 -3.748 0.001
H 3.350 -3.956 -3.008 0.000
H 5.053 -4.400 -2.823 0.000
H -0.185 -0.307 5.000 0.006
H -2.049 2.682 3.702 0.000
H -3.759 2.251 3.665 0.000
H -2.775 2.105 2.194 0.000
H -1.763 1.141 5.669 0.000
H -2.280 -0.551 5.566 0.000
H -3.475 0.742 5.548 0.000
H -3.489 -0.396 2.029 0.000
H -4.476 -0.162 3.487 0.000
H -3.267 -1.449 3.439 0.000
O -3.328 0.795 -1.466 0.000
S -4.749 1.309 -1.516 0.000
C -5.500 0.978 0.094 0.000
C -6.962 0.751 -0.252 0.000
C -6.980 -0.252 -1.415 0.000
C -5.734 -0.016 -2.284 0.000
H -5.310 1.815 0.764 0.000
H -5.018 0.082 0.488 0.000
H -7.427 1.694 -0.550 0.000
H -7.513 0.383 0.612 0.000
H -7.890 -0.155 -2.004 0.000
H -6.956 -1.269 -1.024 0.000
H -5.951 0.278 -3.308 0.000
H -5.055 -0.869 -2.308 0.000
I -1.249 1.729 -4.033 0.001
I -3.685 1.918 -5.117 0.004
O -1.203 -1.008 -2.013 0.008
N -1.508 -2.203 -1.562 0.000
C -1.878 -2.404 -0.285 0.001
C -2.157 -3.679 0.161 0.000
C -2.060 -4.753 -0.707 0.000
C -1.685 -4.515 -2.021 0.000
C -1.412 -3.230 -2.430 0.000
H -1.944 -1.512 0.323 0.001
H -2.446 -3.808 1.194 0.000
H -2.270 -5.757 -0.368 0.000
H -1.596 -5.319 -2.737 0.000
H -1.102 -2.940 -3.421 0.000
C -0.502 5.108 0.076 0.000
C -2.043 5.173 0.050 0.000
C -2.467 3.912 -0.707 0.000
O -1.290 3.087 -0.792 0.002
C -0.160 3.990 -0.891 0.001
H -0.145 4.859 1.075 0.000
H -0.042 6.048 -0.220 0.000
H -2.407 6.065 -0.455 0.000
H -2.447 5.175 1.061 0.000
H -2.808 4.132 -1.723 0.000
H -3.228 3.329 -0.190 0.000
H -0.089 4.334 -1.927 0.000
H 0.732 3.422 -0.646 0.001

***

[2]
19
Properties=species:S:1:pos:R:3:lowdin_spin:R:1 method="wB97M-V/def2-TZVPD" lumo_energy_ev="0.9100 / 0.7902" s_squared=0.751 spin_multiplicity=2 homo_energy_ev="-3.3 / -10.0" energy_ev=-7335.260 mol_weight_g_mol=89.2 charge=0
N -0.204 0.958 1.912 0.235
C 0.620 -0.257 1.637 0.143
C -0.153 -1.215 0.628 0.032
N -0.814 -0.419 -0.407 0.020
C -0.180 -0.425 -1.752 0.004
C 0.335 0.999 -2.099 0.014
H 0.427 1.763 2.121 0.165
H -0.745 0.807 2.810 0.189
H -0.872 1.163 1.155 0.072
H 1.624 -0.074 1.283 0.026
H 0.762 -0.762 2.595 0.054
H -0.776 -1.902 1.193 0.014
H 0.671 -1.823 0.241 0.001
H -1.729 -0.834 -0.559 0.007
H -0.860 -0.876 -2.477 0.001
H 0.648 -1.143 -1.760 0.001
H 0.405 1.480 -1.126 0.021
H 1.232 0.987 -2.712 0.000
H -0.391 1.572 -2.683 0.001

***

[3]
44
Properties=species:S:1:pos:R:3:lowdin_spin:R:1 method="wB97M-V/def2-TZVPD" lumo_energy_ev="0.4698 / -1.4702" s_squared=0.756 spin_multiplicity=2 homo_energy_ev="-6.8 / -6.7" energy_ev=-31878.890 mol_weight_g_mol=452.0 charge=0
Hg -0.713 2.103 -1.217 0.071
C 3.671 -0.994 0.060 0.005
C 3.091 -0.699 -1.339 0.023
C 3.783 -1.572 -2.377 0.002
C 3.136 0.774 -1.687 0.014
N 1.713 -1.154 -1.371 0.357
N 0.830 -0.565 -0.563 0.490
H 4.719 -0.522 -0.012 0.000
H 3.910 -2.061 0.171 0.000
H 3.132 -0.563 0.903 0.000
H 4.870 -1.455 -2.385 0.000
H 3.406 -1.332 -3.437 0.000
H 3.635 -2.642 -2.116 0.001
H 4.229 1.120 -1.743 0.002
H 2.659 1.366 -0.890 0.001
H 2.624 1.060 -2.589 0.000
H 1.385 -1.286 -2.281 0.015
H 1.176 -0.028 0.269 0.006
H -0.180 -0.633 -0.690 0.006
C 0.550 0.926 5.232 0.000
N 1.215 1.089 3.954 0.000
C 0.724 0.898 2.691 0.000
N -0.653 0.941 2.541 0.000
O 1.444 0.853 1.651 -0.003
H 1.129 1.430 6.062 0.000
H 0.442 -0.111 5.530 0.000
H -0.427 1.376 5.265 0.000
H 2.165 1.387 3.966 0.000
H -1.275 1.332 3.281 0.000
H -1.116 0.837 1.653 0.000
C -2.916 -0.539 -2.746 0.000
Si -3.501 0.059 -1.024 0.002
C -4.851 1.416 -1.128 0.000
C -4.409 -1.392 -0.312 0.000
O -2.188 0.526 -0.158 0.005
H -3.743 -1.037 -3.269 0.000
H -2.081 -1.297 -2.637 0.000
H -2.471 0.247 -3.394 0.001
H -5.304 1.463 -2.097 0.000
H -4.302 2.323 -1.033 0.001
H -5.625 1.355 -0.324 0.000
H -5.126 -1.872 -0.988 0.000
H -5.013 -0.947 0.493 0.000
H -3.746 -2.181 0.086 0.000

***

[4]
62
Properties=species:S:1:pos:R:3:lowdin_charge:R:1 method="wB97M-V/def2-TZVPD" lumo_energy_ev=-5.8524 homo_energy_ev=-12.0 energy_ev=-123564.925 mol_weight_g_mol=753.2 charge=+1
Tc -0.484 1.359 -0.711 1.260
N -0.754 3.091 0.697 -0.032
C -1.902 2.826 1.591 -0.105
C -2.919 1.989 0.847 -0.572
O -4.079 1.946 1.099 0.153
O -2.330 1.289 -0.137 -0.246
H 0.089 3.280 1.230 0.112
H -0.935 3.917 0.130 0.118
H -2.374 3.734 1.958 0.140
H -1.554 2.228 2.437 0.122
F -3.754 2.272 -6.584 0.176
C -3.064 1.722 -5.606 -0.113
C -2.699 2.481 -4.505 -0.133
F -3.040 3.758 -4.421 0.158
C -1.972 1.878 -3.506 -0.197
F -1.607 2.643 -2.439 0.010
C -1.588 0.549 -3.535 -0.434
S -0.670 -0.253 -2.266 0.871
C -1.973 -0.187 -4.653 -0.228
F -1.638 -1.468 -4.745 0.115
C -2.702 0.384 -5.678 -0.127
F -3.056 -0.336 -6.728 0.163
N 1.095 2.292 -1.317 -0.067
C 1.991 2.853 -1.865 -0.274
N 2.993 3.354 -2.346 0.138
C 3.331 3.996 -3.451 -0.320
N 3.669 4.529 -4.414 0.152
C 0.239 0.301 0.388 -0.239
Ge 0.724 -1.344 1.477 0.979
C -0.742 -1.293 2.711 -0.295
C -0.664 -0.296 3.691 -0.126
C -1.712 -0.106 4.581 -0.074
C -2.841 -0.912 4.501 -0.059
C -2.920 -1.910 3.542 -0.059
C -1.876 -2.102 2.646 -0.082
C 2.436 -0.935 2.234 -0.306
C 2.983 -1.762 3.214 -0.092
C 4.224 -1.467 3.760 -0.065
C 4.923 -0.346 3.335 -0.064
C 4.386 0.485 2.361 -0.070
C 3.145 0.192 1.812 -0.116
C 0.769 -2.480 -0.079 -0.324
C -0.205 -3.425 -0.402 -0.097
C -0.099 -4.159 -1.576 -0.066
C 0.972 -3.950 -2.434 -0.064
C 1.947 -3.014 -2.121 -0.072
C 1.848 -2.280 -0.946 -0.128
H 0.227 0.318 3.775 0.103
H -1.645 0.660 5.343 0.111
H -3.658 -0.766 5.196 0.114
H -3.797 -2.541 3.488 0.114
H -1.958 -2.884 1.907 0.083
H 2.447 -2.640 3.558 0.110
H 4.645 -2.113 4.519 0.112
H 5.891 -0.119 3.763 0.112
H 4.934 1.357 2.030 0.110
H 2.739 0.845 1.046 0.079
H -1.047 -3.599 0.252 0.083
H -0.853 -4.895 -1.820 0.113
H 1.051 -4.524 -3.348 0.114
H 2.787 -2.861 -2.785 0.113
H 2.622 -1.560 -0.700 0.105

***

[5]
84
Properties=species:S:1:pos:R:3:lowdin_charge:R:1 method="wB97M-V/def2-TZVPD" lumo_energy_ev=-6.1723 homo_energy_ev=-11.8 energy_ev=-1021421.510 mol_weight_g_mol=1556.0 charge=+2
N 5.297 10.665 -11.467 0.355
H 5.099 9.765 -11.880 0.159
H 5.781 10.582 -10.585 0.162
H 4.439 11.077 -11.130 0.161
H 5.758 11.254 -12.147 0.163
N 0.874 4.386 -12.149 0.353
H 0.608 4.601 -13.100 0.157
H 0.280 4.915 -11.528 0.169
H 1.800 4.777 -12.045 0.154
H 0.980 3.383 -12.195 0.167
N 6.740 20.325 -11.281 0.354
H 5.958 19.790 -10.933 0.162
H 6.418 21.267 -11.451 0.165
H 7.045 19.843 -12.115 0.157
H 7.580 20.241 -10.727 0.162
O -0.749 10.124 -9.970 0.044
C -0.939 11.361 -10.190 -0.335
O -0.007 12.211 -10.494 0.226
B -0.550 13.523 -10.747 -0.838
O -2.016 13.419 -10.382 0.219
C -2.252 12.190 -9.959 -0.332
O -3.376 11.746 -9.605 0.099
O 0.203 14.496 -9.823 0.178
C 0.720 15.508 -10.574 -0.385
O 1.424 16.401 -10.169 0.122
C 0.392 15.173 -12.028 -0.278
O -0.257 13.998 -12.087 0.232
O 0.734 15.976 -12.994 0.048
Br 0.175 9.088 -16.722 0.524
C 1.355 10.438 -17.648 -0.635
C 1.740 9.919 -19.041 -0.653
Br 2.909 11.246 -19.992 0.566
H 2.163 10.745 -16.984 0.051
H 0.675 11.278 -17.784 0.048
H 0.970 9.713 -19.785 0.055
H 2.332 9.009 -18.947 0.044
Br 0.709 2.566 -5.521 0.514
C 0.705 3.316 -3.669 -0.622
C 1.496 4.642 -3.774 -0.623
Br 3.430 4.150 -4.129 0.514
H 1.090 2.496 -3.062 0.051
H -0.337 3.430 -3.370 0.059
H 1.416 5.203 -2.843 0.059
H 1.151 5.320 -4.555 0.047
Br -9.937 15.883 -13.784 0.529
C -9.032 16.291 -12.006 -0.642
C -9.475 15.287 -10.945 -0.628
Br -9.219 16.204 -9.155 0.553
H -9.361 17.274 -11.667 0.031
H -7.952 16.213 -12.126 0.058
H -8.895 14.365 -10.911 0.056
H -10.528 15.030 -11.059 0.043
Br -1.711 13.880 -3.159 0.519
C -1.180 15.702 -3.896 -0.601
C -2.466 16.281 -4.505 -0.653
Br -3.605 17.321 -3.181 0.546
H -0.319 15.528 -4.540 0.053
H -0.895 16.379 -3.091 0.042
H -3.011 15.507 -5.046 0.046
H -2.087 17.034 -5.195 0.048
Br 3.842 20.909 -20.820 0.569
C 4.695 19.448 -19.838 -0.666
C 4.667 18.045 -20.631 -0.615
Br 5.300 18.179 -22.537 0.545
H 4.266 19.513 -18.839 0.040
H 5.737 19.749 -19.727 0.037
H 3.694 17.554 -20.606 0.047
H 5.320 17.417 -20.026 0.043
Br -6.674 6.973 -4.025 0.487
C -8.101 8.202 -3.215 -0.626
C -8.041 9.709 -3.647 -0.617
Br -9.559 10.672 -2.763 0.573
H -7.971 8.140 -2.135 0.039
H -9.045 7.700 -3.432 0.044
H -8.352 9.666 -4.691 0.041
H -7.098 10.241 -3.520 0.059
Br -3.557 18.529 -19.881 0.611
C -4.578 19.210 -18.367 -0.681
C -3.675 19.267 -17.120 -0.646
Br -4.435 20.254 -15.513 0.524
H -5.503 18.637 -18.305 0.058
H -4.907 20.199 -18.686 0.048
H -2.717 19.735 -17.346 0.038
H -3.390 18.267 -16.792 0.048

***

[6]
140
Properties=species:S:1:pos:R:3:lowdin_charge:R:1 method="wB97M-V/def2-TZVPD" lumo_energy_ev=-7.3457 homo_energy_ev=-9.7 energy_ev=-196285.420 mol_weight_g_mol=1293.4 charge=+2
C 8.801 -11.984 -1.351 -0.077
C 9.565 -10.986 -0.499 -0.108
N 11.044 -11.331 -0.460 -0.023
C 12.100 -10.436 -0.498 0.033
C 13.234 -11.243 -0.422 -0.022
N 12.888 -12.570 -0.252 -0.078
C 11.526 -12.604 -0.437 0.003
C 13.776 -13.727 -0.029 0.021
H 9.186 -12.198 -2.348 0.063
H 7.846 -11.530 -1.614 0.076
H 8.662 -12.846 -0.699 0.076
H 9.210 -10.906 0.529 0.140
H 9.512 -10.046 -1.049 0.130
H 11.943 -9.378 -0.654 0.147
H 14.240 -10.862 -0.524 0.133
H 10.976 -13.532 -0.375 0.135
H 13.999 -14.143 -1.011 0.079
H 13.284 -14.427 0.646 0.101
H 14.665 -13.384 0.501 0.111
C 4.512 -9.524 -1.729 -0.056
C 5.317 -10.025 -2.958 -0.154
N 5.263 -9.131 -4.151 -0.043
C 5.654 -7.780 -4.133 0.047
C 5.457 -7.360 -5.491 0.007
N 5.265 -8.443 -6.248 -0.082
C 5.001 -9.503 -5.437 0.011
C 4.993 -8.412 -7.689 0.030
H 3.435 -9.484 -1.887 0.084
H 4.656 -8.489 -1.419 0.069
H 4.672 -10.084 -0.808 0.074
H 5.060 -11.040 -3.260 0.108
H 6.364 -10.262 -2.765 0.088
H 6.069 -7.281 -3.270 0.128
H 5.804 -6.412 -5.874 0.118
H 4.653 -10.479 -5.743 0.139
H 5.225 -7.464 -8.173 0.101
H 3.962 -8.713 -7.876 0.120
H 5.664 -9.141 -8.143 0.076
C 10.861 -11.512 -5.527 0.018
C 9.404 -11.098 -5.441 -0.354
O 8.838 -10.956 -4.391 0.116
N 8.775 -10.830 -6.811 0.098
H 9.391 -11.361 -7.409 0.051
H 7.874 -11.280 -6.730 0.037
C 8.619 -9.301 -7.279 0.089
H 11.378 -10.931 -6.290 0.070
H 10.798 -12.565 -5.803 0.080
H 11.423 -11.460 -4.595 0.072
H 8.749 -9.428 -8.354 0.083
H 9.317 -8.575 -6.861 0.092
H 7.553 -9.249 -7.057 0.070
C 14.121 -14.267 -6.541 0.064
C 14.425 -13.869 -5.098 -0.383
O 13.633 -13.711 -4.220 0.143
N 15.909 -14.013 -4.852 0.112
H 16.033 -14.978 -4.583 0.184
H 16.394 -13.781 -5.707 0.176
C 16.398 -13.173 -3.657 0.054
H 13.193 -13.910 -6.987 0.103
H 14.223 -15.350 -6.485 0.116
H 14.924 -14.046 -7.245 0.104
H 17.473 -13.353 -3.640 0.112
H 16.043 -13.452 -2.665 0.095
H 16.243 -12.136 -3.952 0.092
C 10.679 -15.884 -4.101 0.060
C 10.266 -15.788 -2.640 -0.292
O 9.900 -14.756 -2.042 0.099
N 10.378 -17.009 -1.726 0.102
H 9.963 -16.753 -0.841 0.173
H 9.891 -17.805 -2.113 0.190
C 11.812 -17.284 -1.342 0.045
H 11.603 -16.408 -4.346 0.096
H 10.539 -14.894 -4.534 0.100
H 9.924 -16.576 -4.475 0.119
H 12.262 -17.611 -2.279 0.107
H 11.811 -18.022 -0.540 0.123
H 12.260 -16.364 -0.967 0.089
C 14.190 -9.886 -4.527 -0.124
C 13.843 -8.529 -5.099 -0.199
C 14.524 -8.295 -6.514 -0.097
N 14.309 -6.870 -7.012 -0.222
C 15.144 -5.793 -6.248 0.071
C 12.810 -6.506 -7.117 -0.120
C 12.450 -5.680 -8.313 -0.081
C 13.754 -5.879 -9.222 -0.097
C 14.685 -6.856 -8.495 -0.103
H 13.796 -10.215 -3.566 0.063
H 15.268 -10.047 -4.480 0.061
H 13.844 -10.561 -5.310 0.058
H 14.082 -7.809 -4.316 0.110
H 12.757 -8.450 -5.137 0.105
H 14.629 -9.109 -7.232 0.117
H 15.591 -8.276 -6.291 0.117
H 14.750 -5.787 -5.232 0.096
H 15.138 -4.814 -6.727 0.119
H 16.173 -6.154 -6.250 0.099
H 12.391 -6.230 -6.150 0.129
H 12.339 -7.487 -7.180 0.112
H 12.379 -4.642 -7.990 0.127
H 11.584 -6.094 -8.829 0.128
H 14.174 -4.881 -9.351 0.110
H 13.496 -6.170 -10.240 0.126
H 15.759 -6.937 -8.662 0.141
H 14.402 -7.844 -8.859 0.114
N 7.283 -8.440 -12.969 -0.264
S 6.884 -7.194 -13.724 0.472
O 7.928 -6.197 -13.964 -0.325
O 5.534 -6.661 -13.377 -0.328
F 6.888 -7.898 -15.237 -0.243
S 7.227 -7.664 -11.397 0.589
O 6.190 -8.101 -10.510 -0.300
O 7.706 -6.296 -11.196 -0.292
F 8.468 -8.517 -10.847 -0.233
N 6.561 -12.257 -6.672 -0.316
S 5.635 -12.627 -7.824 0.525
O 4.343 -11.886 -7.780 -0.286
O 5.683 -13.953 -8.405 -0.242
F 6.563 -11.816 -8.910 -0.200
S 6.353 -13.624 -5.720 0.596
O 7.465 -14.534 -5.528 -0.311
O 5.041 -14.332 -5.688 -0.267
F 6.422 -12.788 -4.383 -0.212
N 7.558 -4.580 -6.353 -0.250
S 8.049 -5.258 -7.756 0.534
O 7.971 -6.693 -7.763 -0.297
O 9.054 -4.551 -8.536 -0.258
F 6.807 -4.716 -8.654 -0.183
S 8.954 -4.515 -5.812 0.401
O 9.770 -3.387 -6.199 -0.277
O 9.589 -5.781 -5.535 -0.334
F 8.422 -4.025 -4.344 -0.232
N 10.547 -11.661 -8.680 -0.321
S 11.711 -10.653 -9.365 0.673
O 11.661 -10.672 -10.798 -0.201
O 12.974 -10.482 -8.587 -0.344
F 11.023 -9.198 -8.980 -0.208
S 10.631 -12.915 -9.414 0.437
O 11.897 -13.499 -9.636 -0.278
O 9.602 -13.213 -10.373 -0.212
F 10.138 -13.941 -8.138 -0.281

***

[7]
12
Properties=species:S:1:pos:R:3:lowdin_charge:R:1 method="wB97M-V/def2-TZVPD" lumo_energy_ev=-5.5408 homo_energy_ev=-11.7 energy_ev=-58379.471 mol_weight_g_mol=171.9 charge=+1
O 2.359 -3.245 -1.266 0.113
C 2.472 -3.211 -2.448 -0.263
C 2.779 -3.579 -3.667 0.017
H 3.020 -4.624 -3.863 0.083
H 2.734 -2.847 -4.473 0.063
H 1.857 -1.179 0.424 0.201
C 1.978 0.109 -2.077 0.137
C 1.724 0.238 -0.895 -0.269
O 1.673 -0.152 0.344 -0.065
Cu 1.521 1.069 2.329 0.327
H 2.492 0.190 -3.019 0.055
Mg 1.009 0.348 5.514 0.601

***

[8]
10
Properties=species:S:1:pos:R:3:lowdin_charge:R:1 method="wB97M-V/def2-TZVPD" lumo_energy_ev="-1.3545 / -1.5331" homo_energy_ev="-9.9 / -9.0" energy_ev=-88591.040 mol_weight_g_mol=192.0 charge=0
C 0.949 0.545 -0.575 -0.264
C 2.130 0.965 -0.094 -0.352
C 0.647 -0.189 1.446 -0.396
C -2.746 -1.579 -0.316 -0.641
N 0.104 -0.142 0.291 -0.023
O -2.917 -1.163 -1.399 -0.013
S 2.224 0.422 1.621 0.939
Br -3.899 -1.309 1.188 0.612
H 0.787 0.794 -1.610 0.106
H 2.722 1.656 -0.552 0.032